Record 1
This record from the Open Molecules 2025 dataset describes a molecular structure, C2H5N3O2S at a distorted geometry. The level of theory is ωB97M-V with the def2-TZVPD basis set.

Charge: 0
LUMO level (eV): 0.31
E_tot (eV): -21548.0350
HOMO energy (eV): -8.96
Spin multiplicity: 1
Gap between HOMO and LUMO (eV): 9.27

Atoms and positions in Å:
C (-0.37, -0.18, 0.69)
C (1.98, 0.10, -0.80)
H (-2.21, 1.04, 0.71)
H (-1.74, -1.54, 0.85)
H (2.54, -0.13, -1.67)
H (2.55, 0.39, 0.21)
H (0.22, -2.25, 0.75)
N (-1.57, -0.68, 1.40)
N (-0.44, 0.71, -0.07)
N (0.76, -1.09, 0.87)
O (-2.75, 0.19, 1.43)
O (1.34, -1.20, -0.63)
S (0.56, 1.16, -1.37)

Atomic partial charges in e from the Mulliken method, atoms 1 to 5: C 0.594; C -0.365; H 0.424; H 0.261; H 0.328

Record 2
This record from the Open Molecules 2025 dataset describes a molecular structure, C16H18BrCdIN6O3S. The level of theory is ωB97M-V with the def2-TZVPD basis set.

Charge: +2
LUMO level (eV): -5.36
E_tot (eV): -125497.8216
HOMO energy (eV): -12.82
Spin multiplicity: 1
Gap between HOMO and LUMO (eV): 7.46

Atoms and positions in Å:
Cd (0.30, -0.81, -0.32)
O (-1.26, -3.18, 5.42)
C (-0.88, -2.56, 4.31)
C (-0.05, -1.43, 4.29)
C (0.27, -0.87, 3.07)
N (-0.17, -1.36, 1.90)
C (-0.96, -2.43, 1.96)
Br (-1.56, -3.06, 0.27)
C (-1.35, -3.07, 3.10)
H (-0.91, -2.76, 6.21)
H (0.33, -1.00, 5.20)
H (0.90, 0.00, 3.02)
H (-1.99, -3.94, 3.09)
N (-3.73, 5.12, -1.56)
C (-3.49, 4.55, -0.37)
S (-4.09, 5.14, 1.03)
C (-2.62, 3.32, -0.40)
C (-1.93, 2.90, -1.53)
C (-1.14, 1.77, -1.47)
N (-1.00, 1.04, -0.36)
C (-1.66, 1.44, 0.74)
C (-2.47, 2.56, 0.76)
H (-4.32, 5.94, -1.58)
H (-3.43, 4.74, -2.44)
H (-1.96, 3.43, -2.47)
H (-0.59, 1.44, -2.34)
H (-1.54, 0.84, 1.63)
H (-2.98, 2.85, 1.66)
N (5.14, -0.46, 0.49)
C (4.34, -1.73, 0.45)
C (2.90, -1.34, 0.14)
O (2.06, -2.24, 0.02)
O (2.68, -0.10, 0.01)
H (5.88, -0.43, -0.21)
H (5.57, -0.29, 1.40)
H (4.44, 0.27, 0.30)
H (4.39, -2.24, 1.41)
H (4.72, -2.40, -0.31)
I (1.91, -0.45, -6.41)
C (0.80, -0.86, -4.73)
C (-0.51, -1.27, -4.66)
N (-0.81, -1.41, -3.35)
N (0.24, -1.12, -2.56)
C (1.22, -0.79, -3.40)
H (-1.23, -1.48, -5.44)
H (-1.67, -1.74, -2.96)
H (2.19, -0.50, -3.01)

Atomic partial charges in e from the Mulliken method, atoms 1 to 5: Cd 1.357; O -0.485; C 0.852; C -0.632; C -0.770

Record 3
This record from the Open Molecules 2025 dataset describes a molecular structure, C25H42BN8O2S3Ti. The level of theory is ωB97M-V with the def2-TZVPD basis set.

Charge: +3
LUMO level (eV): -8.68
E_tot (eV): -98902.4868
HOMO energy (eV): -16.05
Spin multiplicity: 1
Gap between HOMO and LUMO (eV): 7.37

Atoms and positions in Å:
Ti (1.25, -0.10, -0.44)
C (-2.12, -0.26, -4.80)
N (-2.11, -1.14, -3.64)
C (-3.05, -2.10, -3.34)
C (-2.63, -2.74, -2.23)
N (-1.44, -2.17, -1.84)
B (-0.38, -2.62, -0.83)
N (-0.86, -2.98, 0.57)
C (-1.67, -4.02, 0.98)
C (-1.60, -4.10, 2.33)
N (-0.72, -3.12, 2.74)
C (-0.30, -2.88, 4.12)
C (-0.27, -2.47, 1.66)
S (0.96, -1.24, 1.72)
C (-1.13, -1.21, -2.72)
S (0.31, -0.24, -2.75)
H (-3.11, -0.31, -5.25)
H (-1.38, -0.58, -5.53)
H (-1.92, 0.76, -4.49)
H (-3.93, -2.25, -3.95)
H (-3.09, -3.55, -1.69)
H (0.25, -1.56, -0.60)
H (0.40, -3.41, -1.29)
H (-2.23, -4.63, 0.29)
H (-2.07, -4.77, 3.02)
H (-0.94, -3.46, 4.78)
H (-0.40, -1.82, 4.35)
H (0.73, -3.19, 4.26)
N (2.47, 1.23, -1.76)
C (3.42, 0.84, -2.86)
C (4.79, 0.42, -2.34)
C (4.96, -1.05, -1.95)
C (4.19, -1.53, -0.74)
N (2.71, -1.64, -1.00)
H (1.77, 1.85, -2.17)
H (2.99, 1.79, -1.09)
H (3.54, 1.71, -3.51)
H (2.96, 0.06, -3.46)
H (5.08, 1.07, -1.51)
H (5.50, 0.63, -3.14)
H (6.02, -1.22, -1.74)
H (4.72, -1.69, -2.81)
H (4.33, -0.87, 0.11)
H (4.55, -2.52, -0.45)
H (2.37, -2.47, -0.52)
H (2.58, -1.86, -1.99)
C (-4.03, 3.34, 1.19)
N (-2.68, 3.22, 0.64)
N (-2.04, 2.01, 0.60)
C (-0.81, 2.21, 0.08)
O (0.01, 1.21, -0.07)
C (-0.67, 3.56, -0.22)
C (-1.87, 4.16, 0.15)
C (-2.27, 5.59, 0.05)
C (-2.64, 0.79, 1.06)
C (-2.50, 0.43, 2.39)
C (-3.14, -0.71, 2.84)
C (-3.92, -1.47, 1.97)
C (-4.04, -1.10, 0.64)
C (-3.39, 0.04, 0.17)
H (-4.03, 3.05, 2.24)
H (-4.72, 2.72, 0.64)
H (-4.32, 4.38, 1.10)
H (0.18, 4.05, -0.66)
H (-1.46, 6.17, -0.39)
H (-2.49, 6.01, 1.03)
H (-3.16, 5.71, -0.57)
H (-1.91, 1.04, 3.06)
H (-3.08, -0.99, 3.89)
H (-4.45, -2.34, 2.33)
H (-4.65, -1.68, -0.04)
H (-3.50, 0.36, -0.86)
C (3.55, 2.89, 2.08)
S (2.64, 1.37, 2.23)
C (3.85, 0.40, 3.10)
O (2.67, 0.81, 0.78)
H (4.51, 2.70, 1.60)
H (3.70, 3.29, 3.08)
H (2.95, 3.59, 1.50)
H (4.80, 0.42, 2.56)
H (3.47, -0.62, 3.18)
H (3.97, 0.83, 4.10)

Atomic partial charges in e from the Mulliken method, atoms 1 to 5: Ti -1.316; C -0.845; N 0.227; C -0.658; C -0.580

Record 4
This record from the Open Molecules 2025 dataset describes a gas-phase ion, C4H9N2 (charge +1) at a distorted geometry. The level of theory is ωB97M-V with the def2-TZVPD basis set.

Charge: +1
LUMO level (eV): -3.65
E_tot (eV): -7263.7138
HOMO energy (eV): -12.31
Spin multiplicity: 1
Gap between HOMO and LUMO (eV): 8.66

Atoms and positions in Å:
C (-1.36, 2.73, 0.66)
C (-0.78, -0.59, -0.36)
C (-0.72, 0.43, 0.71)
C (1.79, -0.97, -0.15)
N (-0.97, 1.59, 0.57)
N (0.42, -1.58, -0.31)
H (-2.20, 3.06, 1.19)
H (-0.63, 3.55, 0.47)
H (-1.68, -1.27, -0.20)
H (-0.59, -0.08, -1.34)
H (2.31, -1.79, -0.51)
H (1.97, -0.50, 0.80)
H (1.79, -0.08, -0.81)
H (0.30, -2.20, 0.44)
H (0.33, -2.30, -1.15)

Atomic partial charges in e from the Mulliken method, atoms 1 to 5: C -0.320; C -0.276; C -0.485; C -0.829; N 0.158

Record 5
This record from the Open Molecules 2025 dataset describes a molecular structure, C13H48F2N23O17S2Sn at a distorted geometry. The level of theory is ωB97M-V with the def2-TZVPD basis set.

Charge: -1
LUMO level (eV): -0.85
E_tot (eV): -116279.6871
HOMO energy (eV): -4.44
Spin multiplicity: 1
Gap between HOMO and LUMO (eV): 3.59

Atoms and positions in Å:
Sn (0.33, -1.62, 3.45)
N (0.03, 0.24, 1.18)
S (-0.91, 1.28, 0.54)
O (-2.07, 0.78, -0.13)
O (-0.17, 2.43, 0.10)
F (-1.41, 1.60, 1.99)
S (0.51, -0.58, -0.29)
O (1.69, -0.03, -1.00)
O (-0.53, -1.13, -1.15)
F (1.15, -1.86, 0.41)
O (5.36, -4.79, 2.60)
C (4.09, -5.32, 2.50)
C (2.82, -4.38, 2.61)
O (2.59, -3.66, 3.77)
H (3.83, -6.21, 3.08)
H (4.04, -5.64, 1.45)
H (1.89, -4.89, 2.32)
H (2.97, -3.70, 1.77)
C (-1.17, 6.26, 0.67)
O (-1.35, 6.98, 1.64)
N (-0.30, 5.24, 0.65)
N (-1.76, 6.44, -0.53)
H (0.22, 5.06, 1.49)
H (-0.26, 4.62, -0.15)
H (-1.65, 5.68, -1.18)
H (-2.17, 7.30, -0.87)
C (4.56, -0.70, -4.04)
O (4.62, -1.48, -4.99)
N (4.83, 0.62, -4.12)
N (4.22, -1.06, -2.81)
H (5.31, 0.83, -4.99)
H (4.84, 1.31, -3.39)
H (4.13, -0.47, -2.00)
H (3.83, -1.99, -2.78)
C (-4.08, 3.40, -0.02)
O (-3.24, 3.34, -0.94)
N (-4.57, 4.52, 0.45)
N (-4.48, 2.33, 0.61)
H (-4.13, 5.36, 0.11)
H (-5.40, 4.58, 1.01)
H (-4.25, 1.47, 0.14)
H (-5.18, 2.51, 1.31)
C (3.04, 1.09, 2.87)
O (3.19, -0.12, 2.73)
N (4.01, 1.99, 3.15)
N (1.91, 1.67, 2.48)
H (4.77, 1.68, 3.74)
H (3.70, 2.93, 3.36)
H (1.31, 1.01, 2.01)
H (1.65, 2.61, 2.77)
C (-4.92, -1.59, 1.92)
O (-5.45, -1.20, 0.90)
N (-5.47, -2.36, 2.85)
N (-3.66, -1.26, 2.29)
H (-4.99, -2.56, 3.71)
H (-6.45, -2.58, 2.84)
H (-3.11, -0.68, 1.67)
H (-3.17, -1.55, 3.12)
C (5.85, -1.83, 0.59)
O (6.16, -0.77, 0.06)
N (6.69, -2.71, 1.07)
N (4.57, -2.17, 0.86)
H (6.45, -3.69, 1.16)
H (7.60, -2.42, 0.75)
H (3.72, -1.72, 0.58)
H (4.52, -3.15, 1.12)
C (-3.18, -3.29, -2.31)
O (-3.94, -3.92, -3.03)
N (-2.15, -2.53, -2.74)
N (-3.27, -3.23, -0.97)
H (-1.82, -1.80, -2.12)
H (-2.03, -2.44, -3.74)
H (-2.49, -2.69, -0.62)
H (-3.94, -3.62, -0.33)
C (1.16, -6.03, -1.01)
O (0.92, -6.71, -0.01)
N (0.90, -6.48, -2.24)
N (1.67, -4.81, -0.94)
H (0.81, -5.73, -2.91)
H (0.63, -7.42, -2.45)
H (1.87, -4.28, -1.77)
H (2.11, -4.65, -0.05)
C (0.29, 4.78, 4.05)
O (1.20, 4.34, 3.35)
N (0.42, 6.02, 4.61)
N (-0.99, 4.43, 4.14)
H (-0.51, 6.39, 4.50)
H (1.21, 6.58, 4.34)
H (-1.31, 3.69, 3.53)
H (-1.57, 4.75, 4.90)
C (-4.97, 0.47, -3.64)
O (-5.76, 1.09, -4.31)
N (-4.87, 0.62, -2.34)
N (-4.15, -0.53, -4.11)
H (-4.52, -0.14, -1.78)
H (-5.45, 1.35, -1.96)
H (-4.06, -0.25, -5.08)
H (-3.30, -0.80, -3.63)
C (0.02, 1.05, -3.92)
O (-0.07, 0.16, -4.75)
N (1.24, 1.56, -3.56)
N (-1.03, 1.61, -3.37)
H (2.12, 1.07, -3.54)
H (1.10, 2.40, -3.03)
H (-1.97, 1.53, -3.73)
H (-1.01, 2.15, -2.52)

Atomic partial charges in e from the Mulliken method, atoms 1 to 5: Sn 0.815; N -0.123; S 0.161; O 0.433; O -0.410